[1]
This record from the OMol25 dataset describes a cluster of 2 separate species, C7H19N2O in total in a non-equilibrium geometry. The level of theory is ωB97M-V with the def2-TZVPD basis set.

Summary:
Maximum force ... 0.052 hartree/bohr
Total energy ... -12583.7829 eV
Energy relative to the best compared isomer or geometry (same formula, charge and spin) ... 6.315 eV
Total charge ... +1
Multiplicity ... 1
HOMO-LUMO gap (spin up / spin down) ... 5.721 / 10.027 eV
Lowest unoccupied orbital energy (spin up / spin down) ... -5.8 / -3.8 eV
E_HOMO (spin up / spin down) ... -0.4246 / -0.5069 hartree

Last column: Mulliken charge in e.
Positions of all 29 atoms, in Å:
C: -2.7148 -1.9571 0.9087  -1.371
H: 2.9582 -1.5230 -1.7667  0.308
H: -3.4285 -1.8143 0.0999  0.369
O: 1.6244 0.7855 0.0135  -0.357
H: 2.8741 -1.9582 0.6628  0.330
H: 1.8437 -0.2374 -2.2193  0.266
H: -1.1626 -1.4356 -0.3446  0.315
C: -0.4980 2.5491 0.5269  -0.849
C: 3.0593 -0.8864 0.6951  -0.934
H: -1.4598 2.6831 1.1022  0.407
H: 4.1301 -0.6800 0.4063  0.346
C: -0.9492 1.1066 -1.3497  -1.025
H: -0.5778 -1.3044 1.2620  0.305
N: 2.4112 -0.1018 -0.2665  0.419
H: -0.6418 0.1411 -1.7701  0.266
H: -1.8343 0.4982 1.8672  0.502
H: -3.0966 -1.7807 1.9560  0.341
H: 0.4182 2.5234 1.1410  0.241
H: -0.3706 3.2555 -0.2978  0.344
N: -0.7778 1.2167 0.0641  0.380
H: -0.3402 1.9172 -1.8581  0.369
H: 2.7614 -0.6965 1.6641  0.404
H: -2.7319 0.4744 0.2380  0.318
C: 2.7468 -0.4546 -1.6260  -0.813
C: -1.4376 -1.1558 0.6425  -0.355
H: 3.5595 0.2219 -1.8836  0.360
H: -2.0669 1.3212 -1.5222  0.404
C: -1.7902 0.3152 0.7805  -0.686
H: -2.5085 -3.0234 0.8739  0.395

---

[2]
This record from the OMol25 dataset describes a cluster of 2 separate species, C7H19N2O in total in a non-equilibrium geometry. The level of theory is ωB97M-V with the def2-TZVPD basis set.

Summary:
Maximum force ... 0.025 hartree/bohr
Total energy ... -12585.5707 eV
Energy relative to the best compared isomer or geometry (same formula, charge and spin) ... 4.528 eV
Total charge ... +1
Multiplicity ... 1
HOMO-LUMO gap (spin up / spin down) ... 6.837 / 9.385 eV
Lowest unoccupied orbital energy (spin up / spin down) ... -3.9 / -2.7 eV
E_HOMO (spin up / spin down) ... -0.3951 / -0.4439 hartree

Last column: Mulliken charge in e.
Positions of all 29 atoms, in Å:
H: 1.6543 -2.0423 0.8445  0.361
H: 0.5058 -0.1406 2.9506  0.343
H: 0.2898 2.5377 1.5339  0.244
H: 1.8286 -0.7426 -0.3481  0.343
H: -1.2005 -0.1971 2.4542  0.365
C: -1.5796 0.1254 -2.4888  -1.043
H: 1.6057 1.4223 -2.5515  0.298
H: 0.0633 2.2455 -2.8993  0.346
C: -0.0424 0.8720 0.3552  0.193
C: -0.3279 -2.1341 2.7743  -1.192
H: -0.7554 -2.1828 3.7704  0.400
C: -0.1185 0.1636 -2.4930  0.210
H: -0.9814 -2.6916 2.1069  0.338
H: 0.4302 -0.7451 -2.2942  0.449
H: -1.9698 0.4100 -1.4956  0.195
H: -1.9609 -0.8723 -2.6996  0.305
H: -0.4690 -1.1231 0.3727  0.398
H: 2.2171 -0.4359 1.3484  0.381
N: 0.1707 -0.5377 0.9190  0.130
H: 0.6420 -2.6204 2.8103  0.373
H: 0.8028 1.1846 -4.0874  0.382
C: -0.2267 -0.6804 2.3491  -0.471
H: -1.9955 0.8420 -3.1935  0.409
C: 1.5520 -0.9740 0.6771  -0.999
C: 0.6263 1.3212 -3.0137  -1.272
H: -1.6441 1.9900 0.3957  0.309
H: 1.5553 2.1470 0.5032  0.214
O: -1.4253 1.0521 0.3885  -0.530
N: 0.7530 1.8066 1.0106  -0.478

---

[3]
This record from the OMol25 dataset describes a structure of composition C7H19N3O3Rb in a non-equilibrium geometry. The level of theory is ωB97M-V with the def2-TZVPD basis set.

Summary:
Maximum force ... 0.261 hartree/bohr
Total energy ... -18826.5216 eV
Energy relative to the best compared isomer or geometry (same formula, charge and spin) ... 4.858 eV
Total charge ... +1
Multiplicity ... 1
HOMO-LUMO gap ... 9.776 eV
Lowest unoccupied orbital energy ... -2.5 eV
E_HOMO ... -0.4521 hartree

Last column: Mulliken charge in e.
Positions of all 33 atoms, in Å:
H: -0.9054 -4.4732 0.0469  0.289
H: -2.3943 -1.8859 1.1189  0.426
H: -0.6294 -1.0084 -2.4680  0.233
C: -1.9570 -4.1931 -0.0137  -0.712
N: -0.2731 -0.1538 1.0198  -0.403
H: 2.3692 1.9005 1.9117  0.485
H: 1.8352 -0.4234 1.1490  0.378
C: 0.2533 0.7816 -2.2185  0.933
O: -0.5685 1.2880 -1.4512  -0.809
C: 1.1052 0.3521 0.9168  -0.091
C: 1.3262 1.5898 1.8505  -0.779
H: 2.0067 1.0292 -3.1741  0.170
H: 1.7721 3.8846 0.5899  0.341
N: 0.1683 -0.4307 -2.6916  -0.413
H: -2.3616 -4.2058 0.9984  0.332
O: 0.4213 2.6770 1.6185  -0.268
H: -0.5746 -0.2514 1.9788  0.301
H: 0.4288 4.7091 1.3755  0.266
C: -0.4071 -1.4332 0.3812  -0.494
C: -1.8882 -1.7926 0.1580  -0.739
N: 1.2783 1.4924 -2.6497  -0.432
H: 0.0505 -2.1308 1.0826  0.451
H: 1.2521 0.6255 -0.1281  -0.087
H: 0.0234 -1.5824 -0.6090  0.383
C: 1.1380 3.8876 1.4764  -0.857
H: 1.1931 1.1448 2.8366  0.377
H: 1.3060 2.4543 -2.3430  0.242
H: -2.5076 -4.9032 -0.6308  0.252
H: 0.7910 -0.5558 -3.4769  0.164
Rb: -1.6324 1.4932 0.1384  0.867
O: -2.0477 -2.9045 -0.6817  -0.415
H: 1.8579 4.0416 2.2803  0.355
H: -2.4300 -1.0231 -0.3919  0.255

---

[4]
This record from the OMol25 dataset describes a structure of composition C7H19N4 in a non-equilibrium geometry. The level of theory is ωB97M-V with the def2-TZVPD basis set.

Summary:
Maximum force ... 0.103 hartree/bohr
Total energy ... -13518.6166 eV
Energy relative to the best compared isomer or geometry (same formula, charge and spin) ... 4.173 eV
Total charge ... +1
Multiplicity ... 1
HOMO-LUMO gap (spin up / spin down) ... 9.114 / 9.115 eV
Lowest unoccupied orbital energy (spin up / spin down) ... -2.9 / -2.9 eV
E_HOMO (spin up / spin down) ... -0.4423 / -0.4423 hartree

Last column: Mulliken charge in e.
Positions of all 30 atoms, in Å:
H: 2.8704 -0.8748 1.0257  0.378
C: -1.0481 1.5196 -2.4507  -0.510
H: -3.5875 0.1388 3.2354  0.368
C: 1.7970 -0.5868 0.7542  -2.063
H: -3.8401 -0.8131 0.9935  0.278
H: 1.0470 -1.3681 1.1323  0.317
H: 0.4883 -2.0023 -1.0813  0.435
H: -0.4640 0.6641 0.1922  0.264
C: 2.7928 0.5571 -1.2487  -1.354
N: -0.9409 0.5141 1.3400  -0.383
N: -0.0987 0.7700 -2.0513  0.124
H: 2.1510 -2.0600 -1.2771  0.549
H: -3.0714 0.4971 0.0609  0.185
N: 0.3469 0.6776 -0.8466  -0.382
H: -1.4150 2.2685 -1.8144  0.389
H: -1.3275 1.4649 -3.5193  0.268
H: 0.5135 0.2483 -2.7304  0.167
H: 3.3386 1.1279 -0.4114  0.337
C: 1.3620 -1.4871 -1.4729  -2.054
C: -2.5307 -0.1187 3.1105  -1.228
C: 1.5448 -0.2533 -0.6825  1.738
N: -3.1047 -0.0049 0.9179  -0.360
H: 2.4765 1.2536 -1.9747  0.406
H: -0.2248 0.5503 1.9994  0.100
H: -2.4832 -1.1823 3.5349  0.308
C: -2.1160 0.1301 1.7346  0.860
H: 1.6908 0.2830 1.3645  0.556
H: 1.2428 -1.3437 -2.5034  0.655
H: -1.7393 0.3318 3.7755  0.327
H: 3.5713 -0.1190 -1.6857  0.326

---

[5]
This record from the OMol25 dataset describes a structure of composition C7H19N4PS3V. The level of theory is ωB97M-V with the def2-TZVPD basis set.

Summary:
Expectation value of S² ... 0.9478
Maximum force ... 0.016 hartree/bohr
Total energy ... -80965.7532 eV
Energy relative to the best compared isomer or geometry (same formula, charge and spin) ... 0.000 eV
Total charge ... +4
Multiplicity ... 2
HOMO-LUMO gap (spin up / spin down) ... 5.681 / 6.590 eV
Lowest unoccupied orbital energy (spin up / spin down) ... -16.2 / -15.4 eV
E_HOMO (spin up / spin down) ... -0.8050 / -0.8063 hartree

Last column: Mulliken charge in e.
Positions of all 35 atoms, in Å:
H: 0.2124 4.6627 4.0382  0.270
H: 0.0320 2.2971 4.6532  0.263
C: -3.3666 -0.2802 -0.1583  0.610
S: 0.1303 2.6600 1.0182  -0.129
H: 3.0026 0.2573 -2.2716  0.440
H: 1.8798 -2.3567 0.6909  0.411
H: -6.3375 -1.4560 0.5330  0.399
C: -5.4754 -0.4155 -1.2117  -0.544
V: 0.0343 0.4440 1.1372  0.173
H: 3.5334 -0.1064 1.7432  0.413
H: 0.9256 0.3219 3.6868  0.393
H: 0.1941 5.0731 2.3662  0.261
N: -3.9965 -0.2616 -1.2847  -0.158
H: -5.9361 0.4453 -1.6913  0.334
C: -5.8443 -0.5190 0.2884  -0.416
H: -3.5375 -0.1839 -2.1885  0.258
H: -0.7067 0.2893 3.6626  0.369
S: -4.2783 -0.4636 1.2484  0.005
H: 4.3479 0.2106 0.2096  0.437
H: 2.1747 1.7454 -1.7536  0.412
S: -1.5900 -0.2446 -0.1278  -0.132
C: 2.0019 -1.8738 -0.2812  -1.058
H: 2.9834 -2.1734 -0.6753  0.426
C: 0.1363 3.0892 2.7370  0.915
H: 1.2344 0.3695 -2.4118  0.387
H: -6.4663 0.3052 0.6258  0.384
P: 2.0404 -0.0764 -0.1756  0.904
C: 2.0926 0.6593 -1.8063  -1.067
C: 3.4564 0.4479 0.8061  -1.058
H: 3.4470 1.5229 0.9845  0.379
N: 0.0807 2.1148 3.6529  -0.259
N: 0.1841 4.3403 3.0717  -0.318
H: 1.2314 -2.2140 -0.9731  0.420
H: -5.7569 -1.3057 -1.7702  0.335
N: 0.1065 0.7603 3.2441  -0.460

---

[6]
This record from the OMol25 dataset describes the ion C7H19N5O with charge +2 in a non-equilibrium geometry. The level of theory is ωB97M-V with the def2-TZVPD basis set.

Summary:
Expectation value of S² ... 2.0065
Maximum force ... 0.096 hartree/bohr
Total energy ... -17040.1216 eV
Total charge ... +2
Multiplicity ... 3
HOMO-LUMO gap (spin up / spin down) ... 8.309 / 7.167 eV
Lowest unoccupied orbital energy (spin up / spin down) ... -6.1 / -10.2 eV
E_HOMO (spin up / spin down) ... -0.5279 / -0.6385 hartree

Last column: Mulliken charge in e.
Positions of all 32 atoms, in Å:
N: 1.5329 1.6408 -0.4161  -0.168
C: -1.8895 -0.7034 2.1181  -1.257
H: -1.1518 0.0998 2.3141  0.419
H: 2.4486 3.5405 -0.7603  0.374
H: 0.2662 3.0352 0.2496  0.446
H: -2.5850 -2.4691 -0.8830  0.635
C: -0.8067 0.2077 -0.6590  -0.889
H: 1.4520 0.5133 -2.1250  0.691
H: -3.4733 -1.3014 -0.3309  0.429
H: -0.2705 -2.4713 1.6413  0.375
C: 1.5762 0.3476 -1.1033  -0.315
N: 0.4309 -0.5049 -0.8006  0.140
O: 2.7538 -0.1851 -0.6389  -0.516
C: 2.5238 2.4660 -1.0304  -1.093
C: 0.7502 -1.2819 0.3269  -0.762
H: 2.6777 2.3650 -2.0611  0.451
H: -1.2955 0.2068 -1.5830  0.395
H: -0.7785 1.3323 1.0267  0.252
N: 0.2159 2.2594 -0.4783  0.125
H: 3.5062 2.4551 -0.5876  0.375
N: -0.8575 1.4454 0.0425  -0.207
N: -0.3996 -2.0640 0.7209  0.165
C: -1.6393 -1.2901 0.7645  0.512
H: -2.9355 -0.3150 2.1393  0.349
H: -1.8114 -1.4345 2.9153  0.395
H: -0.0184 2.5149 -1.4138  0.381
H: 1.2577 -0.6964 1.1214  0.470
H: -0.6734 -2.7208 -0.0510  0.471
H: 1.5850 -2.0540 0.0392  0.384
H: 3.5634 -0.1985 -1.1898  0.390
C: -2.7540 -1.9990 0.0189  -1.840
H: -3.2007 -2.7404 0.6733  0.423

---

The highest multiplicity belongs to which entry? C7H19N5O

---

The highest total energy belongs to which entry? number 1